A 9-piece molecular cluster, C46H98F6N9O16S6 overall in a non-equilibrium geometry. Source: the OMol25 dataset; level of theory: ωB97M-V/def2-TZVPD.

## Properties
- HOMO: -0.531 hartree
- E_LUMO: -9.76 eV
- Energy: -6495.00870 Eh
- Total charge: +3

```
181
Properties=species:S:1:pos:R:3:forces:R:3:lowdin_charge:R:1
C 0.78181 -1.96018 0.51993 -1.60 -0.04 0.62 0.036
C 0.36557 -0.79597 -0.36162 0.93 -3.21 -0.06 -0.406
O 1.11827 0.06890 -0.61247 0.05 2.16 -0.41 0.153
N -0.81672 -1.10413 -1.23247 0.58 3.44 1.18 0.118
H -0.45707 -1.26664 -2.17808 0.66 -0.27 -0.55 0.067
H -1.28384 -1.95638 -0.91966 -0.85 -0.39 0.30 0.078
C -1.72427 0.16112 -1.36848 -1.26 -1.78 -0.39 0.035
H -0.09665 -2.53480 0.81945 -0.04 -0.26 -0.23 0.057
H 1.22056 -1.68191 1.47717 0.49 0.38 -0.41 0.083
H 1.42543 -2.58037 -0.10446 0.13 -0.04 0.12 0.098
H -2.27430 -0.11222 -2.26800 -0.46 0.44 0.20 0.064
H -1.30697 1.14994 -1.54673 1.00 -0.56 0.17 0.082
H -2.39987 0.18070 -0.51467 0.04 -0.03 -0.06 0.087
C 5.21618 -0.73561 -0.20571 1.18 1.15 1.04 0.025
C 5.77081 -0.04139 -1.51141 -2.39 -1.21 -1.67 -0.396
C 4.55354 0.64168 -2.13480 0.28 1.66 -0.41 -0.151
C 4.18314 1.98096 -1.51133 0.68 -1.09 1.33 -0.167
C 5.36323 2.93354 -1.37522 -0.99 0.38 -1.55 -0.129
C 6.67967 2.35765 -0.86573 0.96 2.40 0.07 -0.419
N 6.84910 0.97163 -1.25740 5.96 -5.73 3.01 0.107
O 8.02382 0.38253 -1.00867 -6.27 3.86 -1.73 0.193
C 6.66617 2.40714 0.71988 -0.41 -1.09 0.12 0.033
C 7.89336 3.17902 -1.41833 0.05 0.64 0.10 0.010
C 6.19971 -1.12032 -2.57388 1.16 0.69 1.07 0.019
H 4.91367 0.03300 0.50733 0.06 0.13 0.01 0.064
H 5.96450 -1.32154 0.32789 0.10 -0.18 -0.32 0.100
H 4.29711 -1.30606 -0.32917 0.32 -0.14 -0.87 0.097
H 3.70339 -0.02811 -2.02298 0.11 -0.02 -0.59 0.110
H 4.75135 0.92817 -3.16880 -0.05 -0.88 -0.33 0.139
H 3.88614 1.69585 -0.49974 -0.99 0.63 0.04 0.106
H 3.43033 2.41594 -2.16625 -0.35 0.10 0.63 0.113
H 5.03717 3.81668 -0.82516 0.41 -0.19 0.59 0.133
H 5.45085 3.36338 -2.37560 0.79 -0.15 -0.18 0.130
H 5.78742 1.82844 1.00601 -0.16 0.29 0.25 0.067
H 6.58813 3.40805 1.14153 -0.14 0.19 -0.70 0.107
H 7.48302 1.93515 1.26593 0.42 -0.10 -0.70 0.102
H 7.88560 3.46548 -2.47114 -0.30 -1.20 -0.40 0.099
H 8.84591 2.73290 -1.13913 -0.09 0.07 -0.03 0.093
H 7.86198 4.21288 -1.06960 -0.17 -0.24 1.01 0.103
H 5.43016 -1.87463 -2.72860 -0.20 0.30 0.22 0.096
H 7.10431 -1.60087 -2.20204 -0.01 -0.20 -0.26 0.087
H 6.40625 -0.62453 -3.52159 0.02 -0.08 0.01 0.102
C -0.84868 -6.40495 4.45544 -0.98 -0.42 0.99 -0.010
C 0.61162 -6.01147 4.18076 -2.40 0.87 1.23 -0.434
C 0.54832 -4.49339 3.86528 0.97 -0.24 -1.22 -0.100
C 1.85213 -3.69696 4.03583 -0.37 0.14 1.97 -0.153
C 2.29250 -3.88553 5.50837 0.46 -0.65 -0.85 -0.117
C 2.57339 -5.39814 5.82678 0.28 1.96 1.55 -0.444
N 1.40327 -6.23053 5.45050 0.76 -6.57 3.25 0.105
O 1.28271 -7.35048 6.14334 0.02 6.49 -4.22 0.208
C 2.80856 -5.45943 7.33855 -0.59 0.20 1.52 -0.027
C 3.85298 -5.87261 5.11718 -0.07 -0.44 -0.13 0.017
C 1.11589 -6.94506 3.14208 1.85 -0.92 -1.67 0.003
H -1.48723 -6.19885 3.59632 0.46 -0.31 -0.42 0.099
H -1.37069 -5.84599 5.23456 0.61 0.44 0.27 0.100
H -0.96417 -7.43180 4.80150 0.19 -0.18 -0.53 0.101
H -0.28336 -4.07471 4.43123 0.35 0.21 0.32 0.129
H 0.20652 -4.41707 2.83164 -0.06 -0.25 -0.10 0.114
H 1.63562 -2.63294 3.93480 0.01 0.01 -0.36 0.106
H 2.72322 -3.94040 3.42860 -0.48 -0.23 -0.53 0.108
H 1.59981 -3.43587 6.21956 -0.26 -0.28 -0.07 0.126
H 3.25154 -3.39860 5.68826 0.03 0.04 0.00 0.129
H 2.04057 -4.90732 7.88452 -0.50 -0.10 -0.31 0.095
H 3.67997 -4.90219 7.68313 0.39 -0.14 -0.75 0.106
H 2.83694 -6.41491 7.86043 0.18 -0.29 -0.66 0.098
H 3.88382 -5.59139 4.06574 -0.08 -0.45 -0.03 0.081
H 3.97759 -6.93808 5.31038 -0.04 -0.10 -0.48 0.111
H 4.71805 -5.41101 5.59252 -0.27 0.28 0.16 0.108
H 0.52865 -6.91240 2.22386 -0.44 0.40 0.27 0.105
H 1.15931 -8.00222 3.40398 -0.34 0.12 0.57 0.114
H 2.13172 -6.72672 2.80637 0.13 0.28 0.13 0.093
C -2.28000 6.18117 -0.74995 0.58 -1.07 1.00 0.031
C -0.77190 6.31743 -0.55253 0.60 1.03 0.60 -0.396
C -0.14376 5.19720 0.29971 0.71 -1.22 -0.45 -0.142
C 0.01850 3.85963 -0.37231 -0.80 -1.08 -1.04 -0.173
C 0.82945 3.93119 -1.68059 -0.53 1.34 1.62 -0.100
C 0.27160 5.01135 -2.68703 1.68 0.25 -0.92 -0.372
N 0.05465 6.34459 -1.89973 4.23 4.49 1.15 0.141
O 0.84708 7.40244 -2.06246 -4.88 -6.75 0.29 0.171
C -1.00862 4.47061 -3.35984 -0.31 -0.36 0.96 0.014
C 1.41378 5.25605 -3.71823 -0.75 0.34 -0.46 -0.017
C -0.42258 7.58409 0.27623 0.33 0.28 -1.29 -0.019
H -2.75817 7.15492 -0.82800 -0.19 -0.32 -0.53 0.113
H -2.53453 5.72647 0.20989 -0.51 0.51 0.28 0.093
H -2.60189 5.34504 -1.36911 -0.11 0.68 -0.72 0.075
H -0.80023 5.01607 1.14948 0.02 0.53 0.11 0.107
H 0.83446 5.53171 0.64642 -0.04 0.10 0.13 0.124
H -0.98756 3.45571 -0.51102 -0.15 -0.02 -0.48 0.093
H 0.45222 3.08263 0.25965 0.38 0.33 0.31 0.119
H 0.96460 2.96903 -2.17415 -0.35 0.12 -0.29 0.118
H 1.81263 4.26647 -1.34392 0.28 0.06 -0.36 0.116
H -0.71956 3.59679 -3.94487 0.28 0.34 -0.43 0.107
H -1.63346 5.16114 -3.92395 0.46 0.15 -0.17 0.113
H -1.66269 4.00568 -2.62069 -0.06 0.21 0.17 0.050
H 1.79436 4.28867 -4.04617 -0.43 -0.09 -0.20 0.095
H 2.30961 5.82197 -3.46277 -0.31 0.09 0.88 0.086
H 0.98792 5.81103 -4.55479 0.07 -0.27 -0.27 0.100
H 0.61097 7.52043 0.61514 0.05 0.17 -0.18 0.085
H -1.01347 7.74142 1.17745 -0.46 -0.38 -0.32 0.103
H -0.50362 8.44687 -0.38459 -0.15 0.24 0.35 0.096
C -2.82367 -0.16206 -7.15110 -1.32 -0.38 -0.98 -0.069
C -3.15678 -1.63808 -6.74559 -0.58 0.83 1.70 -0.166
C -3.66422 -1.71252 -5.25301 0.96 -2.06 -0.48 -0.063
N -3.44342 -3.17641 -4.67882 0.69 1.09 0.74 -0.207
C -1.98878 -3.64052 -4.91148 -0.71 0.17 0.49 0.029
C -4.41365 -4.25587 -5.20757 -0.17 1.33 -0.62 -0.066
C -5.56444 -4.43941 -4.20593 0.88 -0.18 0.58 -0.111
C -5.33006 -3.37467 -3.10926 -1.70 0.08 -1.19 -0.144
C -3.87676 -3.09330 -3.20571 1.73 -0.88 1.09 -0.150
H -2.86874 -0.01862 -8.23218 0.02 -0.53 -0.18 0.076
H -1.84919 0.25740 -6.90833 -0.14 -0.47 0.71 0.050
H -3.64790 0.48169 -6.84080 0.24 0.19 0.48 0.075
H -2.26386 -2.25239 -6.84077 -0.13 0.05 -0.14 0.087
H -4.00579 -2.11491 -7.23485 0.40 0.39 -1.07 0.104
H -4.73055 -1.69814 -5.03202 -0.06 1.18 -0.69 0.126
H -3.09424 -1.04016 -4.61352 -0.18 -0.13 0.17 0.099
H -1.22069 -2.87351 -4.82138 -0.58 0.44 0.27 0.062
H -1.89311 -3.99207 -5.93680 -0.22 -0.40 0.25 0.105
H -1.76975 -4.39630 -4.15805 -0.09 -0.27 -0.30 0.106
H -3.82015 -5.15445 -5.36182 -0.17 0.09 -0.14 0.132
H -4.79236 -3.83517 -6.13843 0.21 -0.44 -0.24 0.124
H -5.38810 -5.42876 -3.78387 -0.54 -0.04 0.14 0.120
H -6.55210 -4.36903 -4.65720 0.15 -0.13 -0.04 0.124
H -5.78542 -3.64343 -2.15644 0.89 -0.43 0.28 0.133
H -5.93160 -2.48759 -3.31938 0.26 0.27 -0.40 0.116
H -3.27764 -3.87863 -2.74344 -0.33 -0.24 0.09 0.094
H -3.60679 -2.20816 -2.62962 0.23 0.47 -0.83 0.101
C -1.67863 0.24573 3.17218 0.82 -0.24 -0.68 -0.090
C -2.39392 1.45596 3.79407 0.33 -0.54 0.58 -0.185
C -1.55291 2.13260 4.92315 0.40 0.12 -1.47 -0.101
N -2.22634 3.39413 5.51361 -0.79 -2.75 -0.12 -0.241
C -3.36672 2.76952 6.32015 -0.52 1.98 1.21 0.030
C -1.24504 4.15841 6.38007 -0.57 0.07 -1.11 -0.054
C -0.55298 5.07582 5.31747 0.74 0.73 1.07 -0.131
C -1.46133 5.28696 4.09094 0.51 -2.65 1.07 -0.116
C -2.66945 4.36760 4.46663 -0.69 2.41 -1.80 -0.098
H -2.06588 -0.05476 2.19798 -0.78 0.10 0.24 0.059
H -1.65858 -0.66481 3.77102 -0.34 0.16 0.26 0.077
H -0.63387 0.39527 2.88639 0.28 0.62 0.42 0.064
H -3.27800 1.04791 4.28433 -0.10 0.03 -0.10 0.107
H -2.78584 2.11236 3.01866 0.43 0.16 0.02 0.091
H -0.52776 2.40535 4.66624 -0.17 0.35 -0.75 0.126
H -1.34713 1.36463 5.66946 -0.66 0.39 0.63 0.136
H -3.05020 2.21123 7.20112 0.84 -0.34 -0.53 0.117
H -4.10031 2.19019 5.76552 0.36 0.30 -0.36 0.110
H -3.83684 3.61921 6.81792 -0.53 0.06 -0.41 0.109
H -1.84837 4.64201 7.14789 0.14 0.46 -0.21 0.138
H -0.64584 3.40713 6.89274 0.35 0.23 -0.19 0.137
H -0.34521 6.06423 5.72673 0.17 -0.22 0.41 0.120
H 0.40879 4.64427 5.04203 -0.02 0.03 0.01 0.109
H -1.58423 6.32639 3.79592 -0.63 -0.18 0.30 0.124
H -1.02059 4.72889 3.26489 0.33 0.47 -0.21 0.082
H -3.52616 4.98980 4.72720 0.05 -0.35 1.12 0.147
H -2.98690 4.04354 3.47640 -0.19 -1.41 0.59 0.119
N -2.30227 -3.45266 -0.55245 2.34 -4.62 -0.91 -0.303
S -1.86569 -5.13893 -0.29827 0.19 -2.29 -0.73 0.576
O -2.52324 -6.15029 -1.08796 -0.07 2.03 0.32 -0.243
O -1.57746 -5.56404 1.06206 -0.02 1.63 -1.01 -0.295
F -0.48228 -5.01904 -0.99445 0.86 0.60 -0.19 -0.166
S -3.28922 -3.34145 0.60750 -3.47 3.68 3.62 0.445
O -2.66282 -2.68571 1.76085 -0.79 -1.08 -1.09 -0.321
O -4.26225 -4.38621 0.77864 1.24 0.62 -0.06 -0.242
F -4.13650 -2.13077 -0.04065 0.26 -0.30 0.28 -0.187
N 0.37855 -1.44972 -3.63270 2.44 -2.42 -0.55 -0.298
S 1.82062 -2.21921 -4.10843 -0.50 -5.65 0.18 0.571
O 3.05450 -1.51856 -4.15999 -0.58 0.87 0.24 -0.237
O 1.60474 -3.31174 -5.04386 -0.18 2.43 0.86 -0.240
F 1.86439 -3.04030 -2.75005 0.30 0.32 0.73 -0.193
S 0.43946 -0.31808 -4.64401 -1.99 7.87 -3.14 0.440
O 0.29950 -0.57617 -6.06011 0.92 -0.80 1.71 -0.238
O 1.27378 0.79254 -4.20641 0.24 -1.34 -0.52 -0.311
F -0.97764 0.41307 -4.35804 -0.43 -1.01 0.52 -0.208
N -3.66268 2.42421 -1.79533 0.25 -3.24 -5.65 -0.270
S -4.84014 1.72090 -2.81253 -0.29 -0.37 -4.94 0.581
O -6.06167 2.44788 -3.07320 1.31 -0.77 1.76 -0.227
O -4.89566 0.26760 -2.90539 0.77 1.78 1.06 -0.283
F -4.01501 2.14914 -4.10203 0.50 -0.47 -0.12 -0.199
S -4.55615 2.57775 -0.64708 -4.25 5.12 9.29 0.384
O -5.25446 1.49853 0.01916 0.05 0.25 -1.94 -0.267
O -5.16568 3.93093 -0.59441 1.06 -2.87 -0.02 -0.301
F -3.36310 2.69400 0.44081 1.28 0.64 0.72 -0.262
```
Positions in Å, forces in eV/Å.

---

A single C2HN3S molecule in a non-equilibrium geometry. Source: the OMol25 dataset; level of theory: ωB97M-V/def2-TZVPD.

## Properties
- Structure (SMILES): N#CNSC#N
- HOMO: -0.388 hartree
- E_LUMO: -1.90 eV
- Energy: -639.17481 Eh
- Total charge: 0

```
7
Properties=species:S:1:pos:R:3:forces:R:3:lowdin_charge:R:1
C 0.42550 0.86717 -1.17391 1.10 1.13 -2.63 -0.417
C 1.95538 1.09847 1.47237 0.46 -1.88 -0.09 -0.735
N 0.74786 1.37325 -2.19295 -0.98 -1.00 2.49 0.147
N 2.16232 2.14912 1.81709 0.54 3.50 1.19 0.130
N 0.24521 0.16783 -0.08262 2.30 -2.32 1.86 -0.182
S 1.77421 -0.44621 0.96666 -2.73 0.02 -2.51 0.981
H -0.51186 0.11480 0.56353 -0.69 0.56 -0.30 0.076
```
Positions in Å, forces in eV/Å.

---

An isolated ion of composition C2H7O2P2S and charge -1 in a non-equilibrium geometry. Source: the OMol25 dataset; level of theory: ωB97M-V/def2-TZVPD.

## Properties
- Structure (SMILES): C[C@H](S)[P@](=O)([O-])P
- HOMO: -0.154 hartree
- E_LUMO: 3.45 eV
- Energy: -1311.85586 Eh
- Total charge: -1

```
14
Properties=species:S:1:pos:R:3:forces:R:3:lowdin_charge:R:1
C -0.70499 -0.64078 -0.87584 -1.61 -3.09 0.30 -0.263
C -1.14909 0.59225 -0.14449 3.11 0.98 0.82 -0.856
O -0.40308 2.43727 1.94464 0.09 -0.44 0.36 -0.444
O 1.52085 1.88524 0.26744 -0.72 0.20 -0.36 -0.490
P 1.16485 -0.39628 1.98215 -0.57 1.03 1.52 0.560
P 0.32628 1.47409 1.07826 -1.52 -0.97 -1.76 0.112
S -1.57178 1.89005 -1.22048 -0.51 1.42 -1.38 0.641
H 0.10463 -0.71584 -1.61596 0.30 0.88 0.80 0.065
H -1.57443 -0.99950 -1.51883 0.63 0.33 0.72 0.062
H -0.60484 -1.47674 -0.07965 0.25 1.04 -1.31 0.058
H -2.02777 0.37567 0.42535 -0.35 -0.10 0.68 0.042
H 1.83084 0.74786 2.56942 0.21 -0.88 0.40 -0.152
H 2.02870 -0.30662 0.93327 0.83 -0.37 -0.90 -0.201
H -0.31367 2.28274 -1.51704 -0.14 -0.02 0.11 -0.136
```
Positions in Å, forces in eV/Å.